ORCA calculation (the ωB97M-V functional and the def2-TZVPD basis) on a cluster of 2 separate species, C8H18N2 in total.

Structure (XYZ):
```
28
Properties=species:S:1:pos:R:3:mulliken_charge:R:1
C 2.1611 -0.1290 0.5178 -0.76
C 2.3112 1.6793 -1.3574 -1.06
C 2.2832 -1.6299 0.6076 -1.09
C 1.7354 0.4218 -1.0701 0.67
N 0.9592 -0.4240 -1.6948 -0.68
H 0.5510 -0.0003 -2.5254 0.25
H 1.2910 0.2455 1.0483 0.29
H 3.0325 0.4101 0.8854 0.52
H 1.9172 2.2631 -2.1813 0.32
H 2.9807 0.2184 -0.9825 0.24
H 2.8790 2.1941 -0.5931 0.31
H 1.4730 -2.0994 0.0521 0.30
H 3.2396 -1.9937 0.2301 0.34
H 2.1807 -1.9223 1.6540 0.34
C -1.9414 -0.9039 0.3138 -0.18
C -1.5221 1.6271 0.3211 -1.29
C -3.2832 -0.7668 -0.4115 -1.41
C -1.5116 0.3287 1.0792 0.85
N -1.0847 0.3304 2.2767 -0.82
H -1.0462 -0.6149 2.6625 0.25
H -1.9744 -1.7540 1.0017 0.39
H -1.1506 -1.1000 -0.4181 0.16
H -1.0134 1.5013 -0.6371 0.24
H -1.0399 2.4055 0.9085 0.36
H -2.5484 1.9303 0.1045 0.41
H -4.0845 -0.5128 0.2857 0.34
H -3.5483 -1.7076 -0.8953 0.39
H -3.2459 0.0030 -1.1826 0.34
```

For the max |F|, the calculation gives 1.83 eV Å⁻¹. The HOMO energy (alpha / beta) comes out at -8.19 / -8.19 eV. The value obtained for the total energy is -11563.6598 eV. For the HOMO-LUMO gap (alpha / beta), the calculation gives 0.3096 / 0.3096 hartree. As for the LUMO energy (alpha / beta): 0.238 / 0.239 eV. Its energy relative to the best compared isomer or geometry (same formula, charge and spin) is 109.35 kcal per mole.